Entry 1:
Formula: C26H40AgAsN6O3SSi2
Source: the Open Molecules 2025 dataset
Level of theory: ωB97M-V/def2-TZVPD

Geometry as ORCA input:
```
! wB97M-V def2-TZVPD RIJCOSX def2/J DEFGRID3
* xyz -2 1
Ag -0.77 -0.28 1.15
N -1.99 -4.76 1.82
C -1.34 -3.55 1.61
S -2.05 -2.18 2.34
N -0.28 -3.67 0.84
N 0.36 -2.50 0.61
C 1.41 -2.52 -0.13
C 1.94 -3.73 -0.81
C 1.11 -4.52 -1.61
C 1.63 -5.63 -2.27
C 2.96 -5.98 -2.12
C 3.79 -5.20 -1.32
C 3.28 -4.08 -0.68
C 2.12 -1.23 -0.29
C 2.86 -0.96 -1.44
C 3.50 0.27 -1.55
C 3.41 1.18 -0.52
C 2.63 0.83 0.58
N 2.01 -0.34 0.70
H -2.58 -4.78 2.63
H -1.40 -5.57 1.67
H 0.07 -4.26 -1.71
H 0.98 -6.23 -2.89
H 3.36 -6.85 -2.63
H 4.83 -5.46 -1.20
H 3.93 -3.46 -0.07
H 2.91 -1.69 -2.24
H 4.08 0.51 -2.44
H 3.91 2.14 -0.55
H 2.52 1.51 1.42
C 1.64 4.59 -2.05
N 1.84 4.45 -0.63
C 0.79 4.22 0.21
C 0.99 3.99 1.51
C 2.36 3.90 2.00
O 2.57 3.49 3.17
N 3.38 4.20 1.16
C 3.16 4.49 -0.13
O 4.05 4.75 -0.96
H 0.58 4.43 -2.27
H 2.22 3.84 -2.59
H 1.95 5.57 -2.40
H -0.19 4.19 -0.25
H 0.17 3.77 2.18
C 1.22 -0.98 4.12
C 1.82 0.40 4.12
O 0.90 1.31 3.56
H 1.89 -1.69 4.61
H 1.05 -1.33 3.10
H 0.26 -0.99 4.64
H 2.76 0.40 3.54
H 2.08 0.71 5.15
H 1.39 2.17 3.45
C -4.81 2.55 -0.82
Si -3.41 2.10 0.39
C -3.03 3.69 1.34
C -4.17 0.92 1.65
As -1.46 1.40 -0.65
Si -2.38 -0.21 -2.04
C -3.12 0.56 -3.60
C -1.00 -1.34 -2.65
C -3.71 -1.33 -1.31
H -5.64 3.01 -0.27
H -5.19 1.66 -1.33
H -4.46 3.25 -1.58
H -3.91 4.06 1.87
H -2.68 4.47 0.66
H -2.23 3.51 2.07
H -5.12 1.32 2.03
H -3.49 0.78 2.49
H -4.36 -0.07 1.22
H -2.36 1.13 -4.14
H -3.94 1.25 -3.37
H -3.51 -0.21 -4.28
H -0.17 -0.75 -3.05
H -1.36 -2.00 -3.44
H -0.62 -1.95 -1.83
H -4.62 -0.77 -1.08
H -3.36 -1.80 -0.39
H -3.97 -2.12 -2.03
*
```

Computed properties:
Relative energy (zero: lowest compared OMol25 entry of this formula, charge and spin)   0.0 kJ/mol
Lowest unoccupied orbital energy   4.2 eV
M   755.67 g/mol

Entry 2:
Formula: C26H40AsCl5FeN5OS4Si3
Source: the Open Molecules 2025 dataset
Level of theory: ωB97M-V/def2-TZVPD

Geometry as ORCA input:
```
! wB97M-V def2-TZVPD RIJCOSX def2/J DEFGRID3
* xyz -2 6
Fe -0.31 -0.98 -0.78
S 0.83 -1.29 2.92
As 2.01 -2.41 1.52
S 1.96 -1.32 -0.40
S 4.03 -1.36 1.72
S 4.99 -2.48 3.10
C -2.23 -1.25 -3.62
Si -3.10 -1.77 -2.00
C -4.62 -2.71 -2.53
C -3.97 -0.12 -1.52
C -1.95 -2.43 -0.72
Si -1.34 -4.14 -1.07
C 0.17 -4.87 -0.14
C -0.51 -4.26 -2.79
C -2.64 -5.40 -0.83
Si -2.77 -2.28 0.98
C -4.65 -2.32 1.26
C -2.03 -3.45 2.29
C -2.36 -0.47 1.44
C -3.09 0.15 2.45
C -2.84 1.49 2.68
C -1.78 2.14 2.06
C -1.07 1.42 1.17
N -1.34 0.14 0.84
H -1.64 -2.08 -4.08
H -1.56 -0.42 -3.39
H -3.12 -0.97 -4.18
H -5.05 -2.08 -3.34
H -5.32 -2.87 -1.69
H -4.53 -3.66 -3.02
H -3.30 0.69 -1.50
H -4.61 -0.13 -0.62
H -4.58 0.16 -2.38
H 0.50 -5.85 -0.54
H 0.28 -4.97 0.96
H 1.00 -4.26 -0.37
H 0.44 -3.70 -2.70
H -1.08 -3.88 -3.61
H -0.36 -5.35 -3.03
H -3.06 -5.39 0.13
H -2.15 -6.44 -0.85
H -3.46 -5.42 -1.62
H -5.03 -3.31 1.07
H -5.27 -1.57 0.78
H -4.74 -2.26 2.41
H -1.93 -4.52 2.04
H -2.65 -3.49 3.18
H -1.04 -3.05 2.48
H -3.86 -0.46 3.08
H -3.46 1.91 3.43
H -1.57 3.22 2.12
H -0.21 1.80 0.65
Cl 2.48 4.42 -5.45
C 1.63 3.33 -4.40
C 0.83 3.82 -3.33
Cl 0.76 5.53 -3.20
C 0.12 3.00 -2.53
Cl -0.65 3.67 -1.15
C 0.18 1.52 -2.67
O -0.41 0.85 -1.75
C 0.93 1.10 -3.79
Cl 1.24 -0.60 -3.95
C 1.75 1.95 -4.55
Cl 2.93 1.31 -5.60
C 3.19 4.88 1.89
N 4.44 4.90 2.66
C 4.16 4.03 3.83
N 3.74 2.70 3.42
C 2.55 2.73 2.60
N 2.73 3.56 1.39
C 3.86 3.09 0.57
N 5.08 2.98 1.37
C 5.49 4.31 1.86
C 4.82 2.12 2.61
H 3.35 5.53 0.98
H 2.43 5.38 2.46
H 3.37 4.55 4.39
H 5.07 4.01 4.44
H 1.83 3.26 3.22
H 2.14 1.81 2.37
H 4.05 3.80 -0.22
H 3.48 2.15 0.28
H 5.66 5.02 0.93
H 6.44 4.34 2.41
H 5.70 2.09 3.24
H 4.52 1.16 2.22
*
```

Computed properties:
Lowest unoccupied orbital energy (alpha / beta)   3.9 / 3.8 eV
M   959.20 g/mol
<S²>   8.767

Entry 3:
Formula: C26H40FN5O5S3
Source: the Open Molecules 2025 dataset
Level of theory: ωB97M-V/def2-TZVPD

Geometry as ORCA input:
```
! wB97M-V def2-TZVPD RIJCOSX def2/J DEFGRID3
* xyz 0 1
C 1.58 3.30 -4.24
C 0.40 3.05 -5.23
F -0.61 4.02 -5.05
C -0.16 1.55 -5.26
C -1.27 1.36 -4.18
C -2.59 0.65 -4.87
C -3.93 0.73 -3.95
O -3.08 -0.55 -4.20
O -0.45 1.38 -6.66
S 0.80 0.72 -7.52
O 1.35 1.72 -8.41
O 0.25 -0.46 -8.16
O 1.79 0.47 -6.22
C 0.97 0.46 -5.01
C 0.53 -1.05 -4.91
C 1.79 -1.84 -4.32
C 1.78 -1.70 -2.73
S 1.96 -3.39 -2.00
C 0.83 -3.41 -0.54
S -0.62 -4.17 -0.74
N 1.23 -2.82 0.71
C 2.43 -2.12 0.96
C 2.28 -1.81 2.37
N 1.05 -2.29 2.87
C 0.42 -2.91 1.84
H 2.47 2.62 -4.43
H 1.28 3.24 -3.16
H 1.96 4.34 -4.40
H 0.82 3.22 -6.27
H -1.63 2.29 -3.68
H -1.02 0.62 -3.37
H -2.73 0.76 -6.01
H -3.85 1.13 -2.92
H -4.84 0.24 -4.36
H 1.61 0.63 -4.11
H 0.34 -1.53 -5.91
H -0.36 -1.23 -4.25
H 2.73 -1.33 -4.68
H 1.84 -2.89 -4.68
H 2.61 -1.06 -2.34
H 0.80 -1.25 -2.42
H 3.24 -1.88 0.25
H 3.03 -1.27 2.98
H -0.58 -3.38 1.91
C -2.07 6.87 -3.25
C -3.11 6.36 -2.25
C -2.49 5.52 -1.13
C -1.82 4.32 -1.71
N -1.31 3.40 -2.15
H -1.58 6.04 -3.77
H -2.55 7.49 -4.01
H -1.31 7.47 -2.75
H -3.86 5.78 -2.78
H -3.62 7.22 -1.80
H -3.26 5.19 -0.43
H -1.75 6.10 -0.57
C -2.44 -1.44 7.75
C -1.57 -2.17 6.74
C -0.71 -1.22 5.90
C -1.58 -0.29 5.14
N -2.26 0.43 4.55
H -3.16 -0.78 7.26
H -3.01 -2.16 8.35
H -1.83 -0.84 8.44
H -2.21 -2.76 6.08
H -0.91 -2.86 7.27
H -0.09 -1.78 5.20
H -0.04 -0.64 6.54
C 3.89 -4.30 8.57
C 2.38 -4.52 8.58
C 1.74 -4.31 7.21
C 1.98 -2.92 6.73
N 2.16 -1.85 6.37
H 4.15 -3.28 8.29
H 4.31 -4.49 9.56
H 4.38 -4.98 7.86
H 1.94 -3.83 9.30
H 2.17 -5.53 8.93
H 0.67 -4.49 7.26
H 2.16 -5.01 6.48
*
```

Computed properties:
Lowest unoccupied orbital energy   -1.0 eV
SMILES string   C[C@H](F)[C@@]1(C[C@@H]2CO2)OS(=O)(=O)O[C@@H]1CCCSC(=S)n1ccnc1.CCCC#N.CCCC#N.CCCC#N
M   617.83 g/mol

Entry 4:
Formula: C26H40I2O4
Source: the Open Molecules 2025 dataset
Level of theory: ωB97M-V/def2-TZVPD

Geometry as ORCA input:
```
! wB97M-V def2-TZVPD RIJCOSX def2/J DEFGRID3
* xyz 0 1
C 3.58 -0.91 3.78
C 2.91 -1.40 2.39
C 1.87 -0.36 1.79
C 1.11 -0.96 0.48
C 0.73 0.36 -0.39
C -0.17 1.41 0.42
C -1.14 2.27 -0.55
C -2.50 1.46 -0.91
C -0.42 2.69 -1.92
C -0.94 4.16 -2.36
C 0.26 5.21 -2.44
C 1.23 5.40 -1.43
C 2.62 6.15 -1.71
C 1.02 4.86 0.07
C -0.21 -1.73 0.99
O -0.16 -2.06 2.41
C -1.13 -1.26 3.13
O 2.08 -1.80 -0.16
C 1.59 -2.38 -1.39
C 2.77 -2.22 -2.46
I 2.46 -0.83 -4.10
C 3.96 -2.96 -2.30
C 5.21 -2.84 -3.27
I 4.20 -4.38 -0.64
H 2.88 -1.07 4.65
H 4.56 -1.50 3.87
H 3.88 0.18 3.61
H 3.80 -1.60 1.69
H 2.40 -2.42 2.50
H 2.50 0.51 1.37
H 1.16 0.10 2.54
H 1.74 0.81 -0.68
H 0.21 0.09 -1.37
H 0.48 2.12 1.04
H -0.87 0.92 1.18
H -1.47 3.16 0.08
H -3.38 1.80 -0.27
H -2.36 0.33 -0.87
H -2.76 1.77 -1.98
H -0.65 1.89 -2.69
H 0.69 2.75 -1.72
H -1.78 4.46 -1.65
H -1.40 4.06 -3.40
H 0.34 5.81 -3.40
H 2.46 7.08 -2.33
H 3.12 6.35 -0.70
H 3.29 5.38 -2.22
H -0.07 4.78 0.36
H 1.62 5.46 0.83
H 1.48 3.81 0.08
H -1.17 -1.14 0.76
H -0.35 -2.74 0.46
H -1.04 -1.53 4.24
H -2.20 -1.40 2.77
H -0.90 -0.13 3.08
H 1.45 -3.51 -1.23
H 0.60 -1.99 -1.75
H 5.53 -3.91 -3.52
H 6.08 -2.40 -2.67
H 5.04 -2.22 -4.20
O -4.48 -1.35 1.82
C -4.94 -2.41 1.44
C -6.40 -2.64 1.43
C -6.91 -3.81 1.03
C -6.04 -4.91 0.57
O -6.50 -5.97 0.20
C -4.58 -4.68 0.59
C -4.07 -3.51 0.99
H -7.03 -1.82 1.77
H -7.98 -4.00 1.01
H -3.95 -5.50 0.25
H -3.00 -3.32 1.01
*
```

Computed properties:
Lowest unoccupied orbital energy   -1.7 eV
SMILES string   CCC[C@](CC[C@H](C)CCC=C(C)C)(COC)OC/C(I)=C(/C)I.O=C1C=CC(=O)C=C1
M   670.41 g/mol

Entry 5:
Formula: C26H41Cl3GdN4O5
Source: the Open Molecules 2025 dataset
Level of theory: ωB97M-V/def2-TZVPD

Geometry as ORCA input:
```
! wB97M-V def2-TZVPD RIJCOSX def2/J DEFGRID3
* xyz 1 8
Gd 1.02 -0.61 -0.62
C -0.48 -2.75 2.79
C -1.59 -2.44 1.78
C -2.62 -1.44 2.33
C -2.26 -0.08 2.97
C -3.55 0.73 3.06
C -1.60 -0.18 4.34
N -1.30 0.63 2.06
C -0.75 1.95 2.48
C -0.45 2.79 1.26
N 0.38 2.17 0.21
C 1.76 2.09 0.71
C 1.94 0.96 1.74
O 2.70 1.06 2.66
O 1.17 -0.10 1.51
C 0.19 2.97 -1.04
C 1.40 2.96 -1.96
C -1.15 2.63 -1.73
C -1.42 1.33 -2.51
C -2.84 1.45 -3.08
C -0.46 1.12 -3.67
N -1.29 0.10 -1.66
C -2.46 -0.48 -0.99
C -2.17 -1.92 -0.56
N -1.06 -2.13 0.41
C -0.29 -3.33 -0.02
C 0.45 -3.29 -1.36
O 0.98 -4.30 -1.75
O 0.45 -2.12 -1.98
H -0.89 -2.74 3.80
H 0.34 -2.03 2.74
H -0.07 -3.75 2.64
H -2.18 -3.37 1.65
H -3.16 -1.98 3.11
H -3.38 -1.24 1.56
H -4.30 0.16 3.60
H -3.95 0.95 2.07
H -3.41 1.67 3.60
H -2.16 -0.88 4.96
H -1.60 0.78 4.85
H -0.58 -0.54 4.29
H -0.43 0.04 1.90
H -1.71 0.74 1.13
H 0.11 1.75 3.11
H -1.50 2.46 3.09
H 0.02 3.72 1.61
H -1.41 3.07 0.82
H 2.10 3.03 1.18
H 2.45 1.88 -0.12
H 0.07 4.02 -0.73
H 1.81 1.98 -2.20
H 2.22 3.54 -1.53
H 1.13 3.44 -2.90
H -1.33 3.44 -2.44
H -1.96 2.73 -1.00
H -2.87 2.28 -3.79
H -3.58 1.65 -2.32
H -3.12 0.55 -3.63
H -0.32 2.04 -4.23
H -0.86 0.36 -4.35
H 0.53 0.77 -3.36
H -1.00 -0.64 -2.31
H -3.32 -0.53 -1.67
H -2.79 0.15 -0.16
H -1.94 -2.48 -1.47
H -3.09 -2.37 -0.17
H -0.94 -4.22 -0.10
H 0.46 -3.58 0.73
Cl 7.85 -2.94 -2.05
C 6.36 -2.10 -1.89
C 5.43 -2.52 -0.95
C 4.26 -1.80 -0.85
Cl 3.04 -2.27 0.33
C 3.96 -0.67 -1.68
O 2.83 -0.02 -1.55
C 4.94 -0.30 -2.61
Cl 4.62 1.06 -3.63
C 6.13 -0.99 -2.73
H 5.62 -3.37 -0.33
H 6.87 -0.69 -3.45
*
```

Computed properties:
Relative energy (zero: lowest compared OMol25 entry of this formula, charge and spin)   0.0 kJ/mol
Lowest unoccupied orbital energy (alpha / beta)   -3.7 / -2.4 eV
M   753.25 g/mol
<S²>   15.851

Entry 6:
Formula: C26H41N2O2
Source: the Open Molecules 2025 dataset
Level of theory: ωB97M-V/def2-TZVPD

Geometry as ORCA input:
```
! wB97M-V def2-TZVPD RIJCOSX def2/J DEFGRID3
* xyz 1 1
C -2.52 -3.30 0.18
C -2.27 -1.81 -0.04
C -1.28 -1.29 1.01
N -3.55 -1.02 -0.07
C -4.22 -0.93 1.24
C -5.10 0.33 1.35
N -4.49 1.40 0.59
C -3.34 2.08 1.17
C -2.42 2.50 0.01
O -2.18 1.38 -0.82
C -1.09 3.06 0.54
O -0.32 1.97 1.01
C 0.97 1.79 0.54
C 1.34 1.98 -0.79
C 2.64 1.72 -1.18
C 3.59 1.25 -0.29
C 5.03 0.99 -0.66
C 5.27 0.94 -2.18
C 5.85 2.15 -0.08
C 5.44 -0.37 -0.11
C 6.63 -0.59 0.57
C 6.97 -1.86 1.01
C 6.12 -2.93 0.79
C 4.93 -2.72 0.11
C 4.59 -1.46 -0.33
C 3.19 1.04 1.03
C 1.90 1.31 1.45
C -4.41 -1.42 -1.25
C -4.88 -0.18 -2.01
C -5.60 -2.30 -0.89
H -3.02 -3.47 1.12
H -1.56 -3.81 0.22
H -3.09 -3.74 -0.62
H -1.82 -1.66 -1.03
H -0.29 -1.63 0.74
H -1.26 -0.21 1.07
H -1.50 -1.70 2.00
H -3.28 -0.01 -0.28
H -4.83 -1.82 1.42
H -3.45 -0.89 2.00
H -6.09 0.15 0.92
H -5.23 0.57 2.41
H -5.17 2.08 0.28
H -2.79 1.39 1.82
H -3.61 2.96 1.76
H -2.93 3.26 -0.60
H -1.26 1.11 -0.66
H -0.56 3.61 -0.25
H -1.28 3.75 1.37
H 0.63 2.34 -1.52
H 2.90 1.89 -2.22
H 4.61 0.21 -2.66
H 5.11 1.92 -2.63
H 6.30 0.65 -2.37
H 5.82 2.14 1.01
H 5.44 3.09 -0.43
H 6.89 2.09 -0.41
H 7.31 0.22 0.75
H 7.90 -2.01 1.54
H 6.38 -3.92 1.14
H 4.26 -3.55 -0.07
H 3.66 -1.30 -0.86
H 3.91 0.66 1.75
H 1.60 1.15 2.47
H -3.76 -1.98 -1.92
H -5.64 0.36 -1.46
H -4.05 0.49 -2.21
H -5.30 -0.48 -2.97
H -5.31 -3.18 -0.33
H -6.06 -2.64 -1.81
H -6.35 -1.76 -0.33
*
```

Computed properties:
Relative energy (zero: lowest compared OMol25 entry of this formula, charge and spin)   13.6 kJ/mol
Lowest unoccupied orbital energy   -1.9 eV
SMILES string   CC(C)[NH+](CCNC[C@H](O)COc1ccc(C(C)(C)c2ccccc2)cc1)C(C)C
M   413.63 g/mol

Here are the calculated energy numbers, same order: -4929.1276, -9625.6182, -2958.8984, -1910.7843, -3756.7130, -1275.0994 (a.u.).